(1)
DFT (ωB97M-V/def2-TZVPD) results for a 2-piece molecular cluster, C26H20F6O4S overall in a non-equilibrium geometry.

Calculated values
DFT total energy   -62613.612 eV
HOMO-LUMO gap   4.0360 eV
HOMO level   -6.40 eV
Total charge   0

Element x y z (Å)
H1 0.4629 1.6345 2.2240
C1 -1.8505 -3.0099 -1.2923
O1 -2.6335 2.7772 5.2119
C2 3.8303 -0.8168 -2.8001
C3 -0.2944 3.1284 4.6184
F1 4.3852 -2.5742 -4.8818
C4 -1.0157 2.2854 3.6167
F2 0.6881 3.5744 0.8095
H2 4.7362 -1.4047 -2.6807
S1 2.7057 1.8262 0.4839
C5 -0.9256 -0.0536 0.7607
C6 -1.4750 0.7749 1.7736
H3 -3.6965 -4.9091 -2.9367
H4 -2.0908 -3.2658 -3.4354
C7 -2.8625 0.7611 2.1625
H5 -1.1585 3.1419 6.6480
H6 -1.6243 4.5482 5.6412
H7 -0.5617 -1.3000 -1.5959
C8 -2.8267 -4.9510 -2.2688
H8 -2.3804 -5.9498 -2.3127
H9 1.8316 0.4317 -5.2542
C9 -3.2964 1.3910 3.3012
F3 4.9867 -0.6085 -5.6957
H10 0.1414 4.0287 4.1718
C10 1.5591 1.2554 -0.6991
O2 -3.3343 -4.7700 -0.8960
H11 -0.8172 -4.2602 -2.7075
C11 3.9137 -1.3303 -5.2199
H12 0.0129 0.2365 0.2999
C12 -2.3606 2.1421 4.0396
C13 2.0541 3.5796 0.6900
H13 0.5233 2.5797 5.1031
C14 -1.8135 -3.8347 -2.5435
C15 -1.2227 -1.8409 -0.9120
C16 2.0986 0.5873 -1.8361
C17 -1.4895 -1.2922 0.3810
H14 3.6688 -0.4316 -0.7079
F4 2.3612 4.3376 -0.3797
F5 3.0558 -1.5164 -6.2667
C18 -2.7377 -3.6589 -0.3922
C19 2.1765 0.2249 -4.2436
C20 1.5632 0.7942 -3.1394
C21 -1.3953 3.4744 5.6298
O3 2.4441 1.1858 1.7647
H15 -3.5788 0.1944 1.5658
H16 0.7141 1.9280 -0.8230
C22 -0.5861 1.6102 2.5025
H17 -3.6391 -3.7332 1.5570
H18 0.6972 1.4535 -3.2546
F6 2.5635 4.1275 1.8067
O4 4.0549 1.9274 -0.0190
C23 3.2363 -0.2480 -1.6923
C24 3.2649 -0.6251 -4.0554
C25 -2.3191 -2.0381 1.2906
H19 -4.3171 1.3325 3.6739
C26 -2.9643 -3.1833 0.9081
H20 -2.4626 -1.6682 2.3063

(2)
DFT (ωB97M-V/def2-TZVPD) results for C26H20InN4O10 as an isolated structure.

Calculated values
DFT total energy   -58900.447 eV
HOMO-LUMO gap   7.6970 eV
HOMO level   -5.84 eV
Total charge   -1

Element x y z (Å)
O1 5.6830 -4.4176 4.4814
C1 2.5251 -2.0553 3.4198
C2 1.0576 -2.3616 -1.0026
H1 0.6566 -4.8328 1.2820
C3 2.0993 -4.8693 -0.3275
O2 -2.3353 -1.2118 -0.6307
N1 -1.2510 -0.4420 2.0380
H2 2.1472 1.3291 0.7211
C4 0.3948 0.8655 -2.7115
C5 2.0651 -2.9524 -1.7917
C6 2.5132 -2.2502 -2.9360
C7 1.2198 4.4346 1.7020
C8 -0.6135 3.0290 1.1262
H3 3.5659 -3.3079 4.7973
H4 -2.8149 -1.0914 3.3081
C9 0.9979 -0.5007 -2.3742
C10 4.6924 -2.4333 1.7301
C11 2.5838 -4.2162 -1.4227
H5 -0.8688 5.0264 1.7894
C12 2.4701 -1.4412 2.1133
C13 3.8903 -0.9313 0.0311
H6 3.1464 3.4853 1.4847
O3 -2.8735 3.6516 1.3596
H7 2.5058 -5.8302 -0.0404
H8 1.6167 5.3854 2.0353
C14 4.6553 -3.0484 2.9635
O4 -3.4653 -3.1254 -0.6019
H9 3.3724 -4.6503 -2.0258
O5 -0.4773 1.3031 -1.8826
C15 3.6618 -1.6058 1.3034
C16 0.5434 -3.0766 0.0985
O6 6.6697 -4.0799 2.5982
H10 4.7595 -1.3423 -0.5279
H11 -0.2565 -2.6355 0.6709
N2 0.5715 -1.1169 -1.2998
H12 3.2839 -2.6922 -3.5573
O7 3.2847 0.0123 -0.4334
H13 1.6692 -1.8993 4.0658
H14 -0.5024 -1.0779 2.3131
C17 -2.1158 2.7829 0.9573
C18 2.0734 3.3849 1.3998
O8 -2.4336 1.6633 0.4274
H15 -3.3003 -0.1775 1.8742
H16 -1.1009 0.4102 2.5683
C19 1.5344 2.1835 0.9746
O9 1.4155 -0.8857 1.7177
C20 -2.9042 -2.2070 -0.0308
C21 3.5640 -2.8352 3.8253
In1 -0.8991 0.2325 -0.1019
H17 5.5513 -2.5926 1.0898
C22 1.9710 -1.0435 -3.2393
C23 -2.6208 -0.9472 2.2412
C24 1.0545 -4.2970 0.4299
H18 2.2555 -0.4584 -4.1002
O10 0.7773 1.4130 -3.7302
C25 -0.1462 4.2546 1.5693
C26 -2.8602 -2.2531 1.5059
H19 -2.1011 -2.9915 1.7892
N3 5.7391 -3.9012 3.3729
N4 0.2160 2.0216 0.8440
H20 -3.8117 -2.6775 1.8254

(3)
DFT (ωB97M-V/def2-TZVPD) results for C26H20MnNP2S2 as an isolated structure in a non-equilibrium geometry.

Calculated values
DFT total energy   -100346.927 eV
HOMO-LUMO gap (spin up / spin down)   6.7956 / 7.5228 eV
HOMO level (spin up / spin down)   -4.23 / -4.96 eV
Total charge   -1
2S+1   6

Element x y z (Å)
C1 -1.8221 -1.3901 -5.5473
N1 1.5218 2.1871 1.8550
C2 3.2469 -1.0219 -4.4365
Mn1 0.1165 0.5160 -0.4330
H1 3.9201 -0.7580 -5.2399
H2 -0.7249 -3.5657 -3.1636
C3 -0.0118 -3.8153 -1.1516
C4 -3.8732 -2.0324 -0.8562
C5 1.1065 1.5313 0.9925
C6 -3.5312 -0.8535 -1.4996
H3 0.5449 -4.3321 0.8348
H4 -0.4757 -6.5921 0.7299
S1 -1.8584 1.6081 -1.0904
H5 -3.0855 -2.6874 -0.5023
C7 -1.0772 -0.3792 -6.1353
S2 1.9134 -2.0676 0.5435
H6 0.0517 1.4154 -5.8020
C8 1.5085 -1.7029 -2.3823
C9 0.0354 -4.6718 -0.0572
P1 0.5323 -2.0877 -0.8596
C10 -0.5217 0.6180 -5.3494
C11 -1.1526 -6.3496 -1.2882
C12 -0.9341 -1.2868 -0.4005
C13 -4.5168 0.0156 -1.9484
C14 -0.7162 0.6055 -3.9818
H7 3.3216 -3.1242 -4.8494
C15 -2.0238 -1.4043 -4.1790
H8 -6.6168 0.3761 -2.0940
C16 -5.8457 -0.3012 -1.7547
H9 1.6015 0.4203 -1.8057
H10 -1.6004 -7.3331 -1.3433
C17 -1.2201 -5.4941 -2.3773
H11 -5.4770 -3.2662 -0.1667
C18 -5.2072 -2.3479 -0.6703
C19 -0.5255 -5.9326 -0.1254
H12 -0.9373 -0.3653 -7.2083
H13 -2.6258 -2.1798 -3.7204
H14 -2.2605 -2.1666 -6.1611
H15 1.7821 -3.7288 -3.0277
H16 -7.2354 -1.7192 -0.9500
C20 -6.1924 -1.4818 -1.1143
C21 2.7565 -0.0350 -3.5949
C22 2.8979 -2.3469 -4.2282
H17 -4.2278 0.9432 -2.4260
C23 2.0287 -2.6914 -3.2097
H18 3.0513 0.9964 -3.7266
H19 -0.3140 1.4101 -3.3686
C24 1.9028 -0.3820 -2.5675
H20 -1.7165 -5.8168 -3.2836
C25 -0.6663 -4.2296 -2.3093
C26 -1.4778 -0.3966 -3.3923
P2 -1.7836 -0.3573 -1.5897

(4)
DFT (ωB97M-V/def2-TZVPD) results for a 2-piece molecular cluster, C26H20N2O2 overall in a non-equilibrium geometry.

Calculated values
DFT total energy   -34358.310 eV
HOMO-LUMO gap   4.5347 eV
HOMO level   -6.58 eV
Total charge   0

Element x y z (Å)
H1 -3.7913 2.3837 -0.8508
C1 2.0831 1.2887 -1.6914
C2 2.0730 1.7217 1.7517
C3 4.3694 -1.4751 -0.7995
N1 -0.9759 3.2673 0.9465
C4 -4.3120 -0.9733 -1.3515
C5 5.2985 -0.2649 -0.9342
H2 5.8438 -0.0536 -0.0046
C6 0.8319 0.7266 -1.6689
N2 -2.0635 -0.8278 2.2480
H3 2.8057 -0.9264 4.5105
C7 -0.6509 -1.0059 -0.6158
C8 -1.9482 -0.5306 -0.9958
C9 -3.0185 -1.4420 -1.2311
C10 -4.5788 0.4069 -1.1665
C11 1.7459 -1.3807 -0.8102
C12 -1.2303 -0.0553 1.9367
H4 4.4623 -1.9571 0.1787
H5 -7.3163 -0.3982 -2.1817
H6 4.1050 2.3676 1.9917
H7 1.6022 -2.3996 -0.4556
H8 1.8222 2.5190 1.0412
C13 3.6078 0.6996 3.3087
H9 -7.2480 -0.7076 -0.4176
O1 4.4624 0.9128 -1.2430
H10 -5.7641 -2.4795 -0.8298
C14 0.6087 -0.5612 -1.0772
H11 -5.7231 -2.0678 -2.5588
C15 -6.6486 -0.5425 -1.3235
H12 4.6096 -2.2189 -1.5699
H13 -0.6320 -1.9650 -0.0687
C16 -3.5442 1.3324 -0.9889
H14 6.0122 -0.3771 -1.7614
C17 3.0137 -0.8856 -1.0066
C18 -0.2488 0.8542 1.5225
C19 1.3755 -0.2110 3.0805
C20 -2.2575 0.8612 -1.0026
C21 -0.6578 2.1609 1.2019
C22 3.1792 0.4786 -1.3423
H15 0.5845 -0.9057 3.3734
H16 4.5877 0.6802 3.7841
C23 2.6216 -0.2111 3.7056
O2 -5.9024 0.7162 -1.1405
H17 -0.0073 1.2756 -2.0894
H18 2.2758 2.3208 -1.9822
H19 -2.8060 -2.5054 -1.3258
C24 1.0821 0.7758 2.1102
C25 -5.6251 -1.6634 -1.5440
C26 3.3424 1.6520 2.3145
H20 -1.4556 1.5905 -0.9764

Please write out number 3 again, unchanged.
DFT (ωB97M-V/def2-TZVPD) results for C26H20MnNP2S2 as an isolated structure in a non-equilibrium geometry.

Calculated values
DFT total energy   -100346.927 eV
HOMO-LUMO gap (spin up / spin down)   6.7956 / 7.5228 eV
HOMO level (spin up / spin down)   -4.23 / -4.96 eV
Total charge   -1
2S+1   6

Element x y z (Å)
C1 -1.8221 -1.3901 -5.5473
N1 1.5218 2.1871 1.8550
C2 3.2469 -1.0219 -4.4365
Mn1 0.1165 0.5160 -0.4330
H1 3.9201 -0.7580 -5.2399
H2 -0.7249 -3.5657 -3.1636
C3 -0.0118 -3.8153 -1.1516
C4 -3.8732 -2.0324 -0.8562
C5 1.1065 1.5313 0.9925
C6 -3.5312 -0.8535 -1.4996
H3 0.5449 -4.3321 0.8348
H4 -0.4757 -6.5921 0.7299
S1 -1.8584 1.6081 -1.0904
H5 -3.0855 -2.6874 -0.5023
C7 -1.0772 -0.3792 -6.1353
S2 1.9134 -2.0676 0.5435
H6 0.0517 1.4154 -5.8020
C8 1.5085 -1.7029 -2.3823
C9 0.0354 -4.6718 -0.0572
P1 0.5323 -2.0877 -0.8596
C10 -0.5217 0.6180 -5.3494
C11 -1.1526 -6.3496 -1.2882
C12 -0.9341 -1.2868 -0.4005
C13 -4.5168 0.0156 -1.9484
C14 -0.7162 0.6055 -3.9818
H7 3.3216 -3.1242 -4.8494
C15 -2.0238 -1.4043 -4.1790
H8 -6.6168 0.3761 -2.0940
C16 -5.8457 -0.3012 -1.7547
H9 1.6015 0.4203 -1.8057
H10 -1.6004 -7.3331 -1.3433
C17 -1.2201 -5.4941 -2.3773
H11 -5.4770 -3.2662 -0.1667
C18 -5.2072 -2.3479 -0.6703
C19 -0.5255 -5.9326 -0.1254
H12 -0.9373 -0.3653 -7.2083
H13 -2.6258 -2.1798 -3.7204
H14 -2.2605 -2.1666 -6.1611
H15 1.7821 -3.7288 -3.0277
H16 -7.2354 -1.7192 -0.9500
C20 -6.1924 -1.4818 -1.1143
C21 2.7565 -0.0350 -3.5949
C22 2.8979 -2.3469 -4.2282
H17 -4.2278 0.9432 -2.4260
C23 2.0287 -2.6914 -3.2097
H18 3.0513 0.9964 -3.7266
H19 -0.3140 1.4101 -3.3686
C24 1.9028 -0.3820 -2.5675
H20 -1.7165 -5.8168 -3.2836
C25 -0.6663 -4.2296 -2.3093
C26 -1.4778 -0.3966 -3.3923
P2 -1.7836 -0.3573 -1.5897